No. 1
Entry from the Open Molecules 2025 dataset: a cluster of 2 separate species, C12H24N2O8 in total (the ωB97M-V functional and the def2-TZVPD basis).

- Kohn-Sham gap (Eh) = 0.371
- SMILES string = C[C@H](O)C(=O)[C@@H](O)[C@H](O)CO.CNC(=O)[C@H](CO)NC(C)=O
- HOMO (hartree) = -0.3601
- LUMO (eV) = 0.3072
- strongest force on any atom (Eh/bohr) = 0.04522

Last column: natural (NBO) charge in e.
CARTESIAN COORDINATES (ANGSTROEM)
C -0.382119 5.756068 -3.325419  -0.621
C -1.844822 5.482701 -2.975129  -0.005
O -2.603303 6.648570 -3.341014  -0.715
C -1.986580 5.162974 -1.470577  0.579
O -2.440466 6.034188 -0.723046  -0.576
C -1.447162 3.866174 -0.828847  -0.030
O -2.034212 3.688087 0.483297  -0.735
C -1.734333 2.626987 -1.695215  0.067
O -3.152870 2.495801 -1.825076  -0.718
C -1.146725 1.347174 -1.079784  -0.079
O 0.281871 1.438242 -0.994980  -0.742
H -0.290289 5.999475 -4.388583  0.231
H 0.002026 6.597375 -2.739706  0.215
H 0.235278 4.876122 -3.120111  0.207
H -2.209313 4.633348 -3.562247  0.205
H -2.715086 7.221396 -2.556491  0.488
H -0.362396 3.975525 -0.728920  0.215
H -2.181695 4.569168 0.884565  0.500
H -1.287279 2.750081 -2.686969  0.193
H -3.551086 2.486470 -0.933995  0.485
H -1.565536 1.180088 -0.082192  0.171
H -1.417922 0.490328 -1.705074  0.177
H 0.661944 0.615788 -0.630416  0.488
C 3.568683 -5.047611 -0.578350  -0.413
N 2.731203 -4.569941 0.522262  -0.603
C 1.583397 -3.895164 0.357705  0.656
O 1.133184 -3.661723 -0.756151  -0.634
C 0.813384 -3.438812 1.610328  -0.158
C 0.439123 -1.950986 1.533486  -0.062
O 1.586371 -1.121870 1.560233  -0.725
N 1.541303 -3.709261 2.865247  -0.635
C 1.181148 -4.502370 3.872113  0.675
C -0.130332 -5.259413 3.821264  -0.717
O 1.915341 -4.623038 4.837626  -0.624
H 2.960170 -5.607741 -1.291959  0.217
H 4.361541 -5.693931 -0.199370  0.209
H 4.014582 -4.196723 -1.097829  0.208
H 3.035666 -4.754063 1.465481  0.403
H -0.120418 -3.997461 1.595567  0.239
H -0.109646 -1.768942 0.607822  0.201
H -0.210595 -1.695759 2.372191  0.174
H 1.785257 -0.893999 2.473105  0.475
H 2.415116 -3.224171 3.001628  0.409
H -0.126293 -5.942372 2.973898  0.228
H -0.240703 -5.831949 4.741209  0.252
H -0.955411 -4.554828 3.738426  0.224

Cartesian forces (eV/Å) of the 3 atoms listed first:
C 0.3 -0.3 0.1
C -0.2 0.8 0.1
O 0.1 -0.6 0.6

---

No. 2
Entry from the Open Molecules 2025 dataset: a structure of composition C21H14F3I2N2O4RhS2Te (the ωB97M-V functional and the def2-TZVPD basis).

- net charge = -2
- Kohn-Sham gap (alpha / beta) (Eh) = 0.211 / 0.228
- HOMO (alpha / beta) (hartree) = -0.0601 / -0.0804
- LUMO (alpha / beta) (eV) = 4.1113 / 4.0251
- strongest force on any atom (Eh/bohr) = 0.06869
- 2S+1 = 5

Last column: Mulliken spin population.
CARTESIAN COORDINATES (ANGSTROEM)
Rh -12.128676 -0.597111 17.574032  2.398
O -11.297639 -1.036670 14.522637  -0.001
S -11.817058 -2.342675 14.870722  0.049
O -10.885806 -3.428420 14.582447  0.005
N -12.482235 -2.326845 16.291802  0.050
C -13.221836 -3.360519 16.896325  -0.004
C -13.537033 -4.550185 16.280939  0.008
C -14.290252 -5.538245 16.912001  -0.002
C -14.733047 -5.293507 18.182918  0.006
C -14.445423 -4.136500 18.959608  -0.004
C -14.810651 -3.801122 20.282546  0.000
C -14.363680 -2.645656 20.871454  0.003
C -13.369618 -1.844415 20.203996  -0.008
N -13.083824 -2.130139 18.914748  0.087
C -13.591250 -3.189019 18.306987  -0.009
C -13.218711 -2.704019 13.878983  -0.004
C -14.462603 -2.024828 14.119854  0.010
C -15.605923 -2.271862 13.359837  -0.004
C -15.534058 -3.200656 12.263072  0.003
C -14.316313 -3.856494 11.991580  -0.001
C -13.182983 -3.622680 12.805255  0.002
H -13.072075 -4.713389 15.312866  -0.001
H -14.407951 -6.461860 16.337728  0.000
H -15.391649 -6.007469 18.596085  0.001
H -15.446666 -4.502325 20.849813  0.000
H -14.474615 -2.320487 21.839843  -0.001
H -12.844550 -0.996592 20.597105  0.002
H -14.562167 -1.306371 14.880889  -0.006
H -16.570191 -1.767736 13.508236  0.000
H -16.421326 -3.392639 11.670526  0.000
H -14.254103 -4.708345 11.268823  0.000
H -12.322252 -4.230846 12.640633  0.000
I -10.798872 0.881577 19.767176  0.188
Te -9.932153 1.084698 16.214521  1.009
C -10.764216 2.566722 15.056852  -0.102
C -12.078796 2.743142 14.754772  0.070
C -12.236343 3.684984 13.660670  -0.033
C -11.091874 4.234900 13.220358  0.065
S -9.713967 3.512787 14.055712  0.014
H -12.869145 2.300666 15.333512  0.005
H -13.150719 4.124679 13.308844  0.000
H -10.894771 5.015263 12.541487  0.004
F -8.373149 -4.372479 16.440341  0.001
C -8.330911 -3.105856 16.944039  0.011
F -7.417005 -3.143486 17.898536  0.000
F -7.896967 -2.322026 15.923432  0.003
C -9.700908 -2.637519 17.517959  -0.026
O -10.370876 -3.551277 18.005180  0.003
O -9.945781 -1.398219 17.389612  0.042
I -14.437519 0.722762 17.571517  0.165

Cartesian forces (eV/Å) of the 3 atoms listed first:
Rh 1.5 0.3 0.3
O -0.8 -0.3 0.2
S 1.1 -1.0 -0.8

---

- Among the records above, which one has the highest strongest force on any atom?
  C21H14F3I2N2O4RhS2Te

---

- The highest strongest force on any atom belongs to which entry?
  C21H14F3I2N2O4RhS2Te